The following is a DFT calculation (ωB97M-V/def2-TZVPD) of C19H19IN2O2S in the gas phase at a distorted geometry.

Geometry as XYZ:
```
44
Properties=species:S:1:pos:R:3:forces:R:3
O 0.39444 -3.11974 -3.03541 -0.829 -0.086 0.942
S 0.79430 -3.18890 -1.64677 2.436 0.881 -0.666
O 2.24904 -3.14192 -1.48315 -1.542 -0.391 0.588
C 0.06325 -1.90629 -0.57959 -1.112 -0.749 0.775
C 0.29592 -0.52773 -0.63009 0.615 -1.029 -1.141
C -0.38772 0.31682 0.22862 -0.630 1.013 1.361
N -0.14529 1.71744 0.26193 -0.014 -0.107 0.781
C -0.18864 2.44665 1.56375 -0.174 -1.119 -0.149
C 0.88058 3.51733 1.81832 0.442 0.239 -1.762
N 1.15363 4.43035 0.69056 0.830 0.326 0.449
C -0.07372 4.91909 0.06439 0.049 -0.255 -0.221
C -0.62217 3.86638 -0.94092 -0.431 -0.630 0.503
C 0.13903 2.52130 -0.93911 0.680 -0.725 -0.159
C 1.66310 2.75810 -1.07562 0.351 0.132 -1.040
C 2.20040 3.93758 -0.25340 -1.090 0.846 -0.182
C -1.32519 -0.26223 1.14953 -0.226 -0.646 0.185
C -1.57358 -1.66585 1.20992 1.253 0.627 -0.755
C -0.82276 -2.52888 0.35567 0.090 2.125 -0.847
C -0.89717 -3.98385 0.21588 0.324 -0.973 -0.607
C -1.75930 -4.82324 0.91328 0.766 -0.106 -0.168
C -1.60598 -6.21036 0.77695 -0.542 0.258 -0.022
C -0.77891 -6.75078 -0.19844 0.635 0.569 -0.241
C 0.02547 -5.90338 -1.00307 0.116 -0.717 -0.958
I 1.14019 -6.83045 -2.77670 -1.081 1.055 1.949
C -0.00119 -4.54132 -0.76771 -0.897 0.503 0.626
H 1.03896 -0.13456 -1.34116 -0.443 -0.197 0.377
H 0.01718 1.70843 2.36086 -0.611 0.172 -0.306
H -1.18828 2.87587 1.68742 0.014 0.018 0.246
H 1.81849 3.03231 2.09812 -0.009 0.110 -0.016
H 0.55948 4.15555 2.62447 -0.269 -0.040 0.621
H -0.87219 5.11628 0.80056 0.650 -0.156 0.167
H 0.09956 5.91454 -0.40446 0.088 -0.770 0.009
H -0.51743 4.27288 -1.92480 -0.216 0.127 -0.806
H -1.68251 3.60809 -0.74121 0.438 0.438 -0.263
H -0.20165 1.90992 -1.82174 0.244 0.613 0.835
H 2.23053 1.88877 -0.81276 -0.032 -0.869 0.279
H 1.91995 2.90710 -2.14048 -0.254 0.108 0.251
H 3.13390 3.72690 0.28943 -0.531 -0.194 0.066
H 2.49887 4.72186 -0.98206 -0.477 0.044 0.691
H -1.87239 0.41864 1.84505 0.467 -0.734 -0.758
H -2.31117 -2.08886 1.90023 0.330 0.347 -0.196
H -2.52036 -4.39144 1.55214 0.168 -0.158 0.182
H -2.20164 -6.86978 1.42382 0.256 0.231 -0.501
H -0.76706 -7.81859 -0.33228 0.167 -0.133 -0.120
```
Positions in Å, forces in eV/Å.

Results
**Orbital gap**: 0.282 hartree
**Net charge**: 0
**Max |F|**: 2.67 eV/Å
**Highest occupied orbital energy**: -7.91 eV
**Total energy**: -46020.2954 eV
**Multiplicity**: 1

=====

The following is a DFT calculation (ωB97M-V/def2-TZVPD) of a molecular structure, C19H19IN7O2Pt at a distorted geometry.

Geometry as XYZ:
```
49
Properties=species:S:1:pos:R:3:forces:R:3
Pt -0.21786 -0.42545 0.02999 -0.555 1.425 -0.876
C 0.80906 2.35676 0.19017 -0.115 -0.153 0.057
C 0.17334 2.08188 -1.01944 0.658 -0.346 0.444
C -1.13152 1.56552 -0.73575 -0.903 -0.964 0.610
C -1.27597 1.52387 0.68423 -0.602 -0.829 -0.455
C -0.06702 2.01363 1.24499 0.511 -0.239 -0.135
H 1.79556 2.76143 0.30849 0.210 -0.002 0.021
H 0.55661 2.29206 -2.00167 0.131 -0.123 -0.145
H -1.93544 1.46872 -1.45009 0.030 -0.178 0.032
H -2.20335 1.37713 1.21538 0.019 -0.163 -0.004
H 0.12716 2.14718 2.29254 0.079 -0.105 0.220
N -1.08026 -1.54478 1.49547 1.142 1.933 -1.123
C -1.56176 -2.42239 2.11771 -0.631 -0.549 -0.027
N -1.99055 -3.36573 2.77435 1.978 0.604 -1.077
C -2.95476 -3.77271 3.50621 -1.463 -0.430 0.849
N -3.79716 -4.20122 4.16868 -0.104 -0.024 0.103
C 2.21268 -4.60791 -3.45862 0.007 0.080 -0.254
C 2.22294 -3.52996 -4.54053 -0.110 0.066 0.192
C 3.19108 -2.39937 -4.19267 -0.120 -0.241 -0.179
C 0.79870 -3.01033 -4.81620 0.684 -0.707 -0.938
N 0.24518 -2.33412 -3.68096 0.102 1.834 0.718
C 0.52484 -1.11270 -3.20317 0.260 -0.177 -0.053
N -0.20702 -0.94451 -2.11994 -0.041 0.224 0.806
N -0.91619 -2.06220 -1.96082 -1.028 -0.775 0.357
N -0.65226 -2.88511 -2.87726 -0.413 -0.995 -0.135
H 3.20714 -5.03610 -3.36022 0.073 -0.035 0.077
H 1.52712 -5.40864 -3.72601 -0.056 -0.120 0.055
H 1.91574 -4.20274 -2.49208 -0.022 0.047 0.107
H 2.55128 -3.98388 -5.48000 -0.093 0.047 -0.016
H 3.01298 -2.01302 -3.18903 0.034 0.002 0.116
H 3.11709 -1.58392 -4.91065 0.071 0.134 -0.082
H 4.20845 -2.77995 -4.22624 0.103 0.056 0.076
H 0.13637 -3.84666 -5.04416 -0.048 0.150 0.055
H 0.80073 -2.32435 -5.66665 -0.068 -0.001 0.118
H 1.19471 -0.39798 -3.63422 0.201 0.019 -0.100
I 8.00326 -3.41230 2.34029 -0.461 0.165 -0.242
C 6.16967 -2.74212 1.52354 0.525 -0.224 0.239
C 5.76270 -1.43647 1.76556 0.090 -0.184 -0.025
C 4.53944 -1.02232 1.28186 -0.194 -0.125 -0.108
C 3.72531 -1.90480 0.57164 0.012 0.009 -0.024
C 4.16860 -3.19680 0.30011 -0.185 0.222 0.045
C 5.39057 -3.62310 0.78351 0.171 0.094 0.100
C 2.34327 -1.46527 0.22383 0.796 0.819 0.549
O 1.54630 -2.20444 -0.37927 -1.336 -0.357 -0.212
O 1.98336 -0.30999 0.59660 0.730 0.164 0.274
H 6.37750 -0.76759 2.34854 0.056 0.028 -0.015
H 4.18419 -0.02235 1.46792 -0.029 0.083 0.079
H 3.54163 -3.86885 -0.26269 -0.132 -0.118 -0.027
H 5.72336 -4.63574 0.61604 0.038 -0.046 -0.049
```
Positions in Å, forces in eV/Å.

Results
**Orbital gap (alpha / beta)**: 0.140 / 0.140 hartree
**Net charge**: +1
**Relative energy (zero: lowest compared OMol25 entry of this formula, charge and spin)**: 394.24 kJ/mol
**Max |F|**: 2.51 eV/Å
**Highest occupied orbital energy (alpha / beta)**: -11.03 / -11.03 eV
**Total energy**: -45870.5137 eV
**Multiplicity**: 1

=====

The following is a DFT calculation (ωB97M-V/def2-TZVPD) of a molecular structure, C19H19MnN4O4.

Geometry as XYZ:
```
47
Properties=species:S:1:pos:R:3:forces:R:3
Mn -1.11606 -1.12151 -0.74064 -0.322 0.152 0.053
C 1.85668 -0.86206 -1.68680 -0.126 -0.154 0.207
O 0.83522 -1.46189 -0.80088 0.010 0.050 -0.056
C 1.26237 -2.05601 0.39615 0.023 0.078 -0.156
C 2.48721 -2.64672 0.55736 0.125 -0.106 0.159
C 2.78910 -3.17542 1.81478 -0.006 0.003 -0.013
C 1.88916 -3.09958 2.88312 0.108 -0.016 -0.089
C 0.67141 -2.47979 2.71925 -0.066 0.035 -0.088
C 0.35316 -1.96180 1.45824 -0.029 -0.131 0.048
N -0.79749 -1.24076 1.14661 -0.184 0.268 0.389
N -1.43265 -0.64205 2.07104 0.337 -0.328 -0.412
C -2.23090 0.39692 1.76341 -0.197 0.337 -0.074
C -2.07517 1.11651 0.50486 0.244 -0.398 0.016
O -1.29394 0.63563 -0.44142 0.076 -0.187 0.048
C -2.68205 2.34339 0.32034 -0.244 0.202 0.200
C -3.49458 2.85334 1.32316 -0.003 0.086 -0.063
C -3.71660 2.17467 2.54047 0.090 0.009 -0.215
C -4.54047 2.72774 3.52650 -0.114 0.026 0.267
C -4.73021 2.06764 4.75657 -0.048 0.133 -0.091
C -4.09621 0.87036 4.99191 0.071 -0.098 -0.026
C -3.26383 0.29957 4.01217 -0.090 0.000 0.196
C -3.07330 0.94071 2.78274 0.164 -0.089 -0.235
H 2.49330 -0.22612 -1.07912 0.044 0.032 -0.025
H 1.30846 -0.27935 -2.41855 -0.008 0.043 -0.040
H 2.41412 -1.66034 -2.16562 0.030 0.004 -0.032
H 3.20691 -2.69882 -0.24737 0.019 -0.012 0.022
H 3.75011 -3.65135 1.96002 -0.010 -0.006 0.006
H 2.15447 -3.52454 3.84124 0.015 0.007 -0.012
H -0.03878 -2.39465 3.52957 0.000 -0.008 0.001
H -2.52063 2.88038 -0.60383 0.001 0.009 -0.002
H -3.97406 3.81381 1.16826 -0.011 -0.021 -0.005
H -5.02762 3.67878 3.34407 0.002 -0.018 0.009
H -5.36598 2.50900 5.51246 -0.002 0.013 -0.025
H -4.23026 0.36128 5.93723 0.009 -0.002 -0.012
H -2.76258 -0.63683 4.21811 -0.010 0.016 -0.006
C -5.60227 -3.48010 -1.80874 0.122 0.121 0.092
O -4.88435 -2.38186 -1.14058 0.079 -0.143 -0.040
C -3.60809 -2.29242 -1.21903 -0.241 0.108 -0.050
O -3.02169 -1.34220 -0.63613 -0.037 -0.003 0.096
N -2.87251 -3.18160 -1.90920 0.052 -0.069 -0.003
N -1.48882 -2.92621 -1.95281 0.159 0.146 0.015
H -6.64007 -3.33399 -1.54137 -0.042 0.027 -0.006
H -5.24536 -4.43025 -1.41496 -0.026 -0.018 -0.019
H -5.46959 -3.38450 -2.88479 -0.041 -0.025 -0.010
H -3.26034 -3.93869 -2.45298 -0.002 -0.039 -0.036
H -1.21439 -2.74383 -2.91984 0.035 -0.026 -0.053
H -0.98344 -3.76046 -1.65509 0.044 -0.008 0.071
```
Positions in Å, forces in eV/Å.

Results
**Orbital gap (alpha / beta)**: 0.242 / 0.195 hartree
**Net charge**: +3
**Relative energy (zero: lowest compared OMol25 entry of this formula, charge and spin)**: 0.00 kJ/mol
**Max |F|**: 0.63 eV/Å
**Highest occupied orbital energy (alpha / beta)**: -17.41 / -17.77 eV
**Total energy**: -65452.6590 eV
**Multiplicity**: 4

=====

The following is a DFT calculation (ωB97M-V/def2-TZVPD) of a molecular structure, C19H19N2O5V.

Geometry as XYZ:
```
46
Properties=species:S:1:pos:R:3:forces:R:3
V 1.07669 -0.99593 -0.61989 0.102 0.394 -0.209
O 1.12562 1.32035 -1.99870 -0.086 -0.149 0.005
C 0.44135 1.03742 -3.21661 0.013 -0.021 -0.018
C 1.07478 -0.22661 -3.73366 0.018 0.116 -0.016
N 0.96543 -1.34308 -2.74088 -0.056 -0.228 -0.037
C 2.19325 -2.20807 -2.85138 0.051 0.034 0.017
C 3.31379 -1.69381 -1.94790 0.119 -0.431 -0.385
O 4.44905 -1.98139 -2.04307 -0.026 0.168 0.036
O 2.81045 -0.89389 -0.93150 -0.520 0.043 0.430
C -0.24661 -2.17173 -2.97186 0.033 0.003 0.033
C -0.42314 -3.08060 -1.76765 -0.151 -0.221 -0.456
O -0.89040 -4.15355 -1.72624 0.015 0.062 0.124
O 0.06714 -2.41323 -0.63551 0.438 0.310 0.287
H 1.29487 2.26273 -1.89561 0.105 0.007 0.040
H 0.57889 1.82629 -3.95583 -0.008 0.022 0.018
H -0.63229 0.92314 -3.03089 0.000 0.000 -0.002
H 2.13534 -0.02421 -3.87803 -0.002 -0.031 -0.033
H 0.64789 -0.55196 -4.68415 -0.007 -0.010 0.006
H 2.53538 -2.26638 -3.88447 0.001 0.011 -0.004
H 1.97260 -3.23037 -2.53135 -0.028 0.013 0.028
H -0.17115 -2.76485 -3.88395 0.019 -0.009 0.000
H -1.12594 -1.52835 -3.04463 0.022 0.028 -0.012
N 0.34078 0.09920 0.37858 -0.105 -0.111 -0.017
C -0.35995 0.57933 1.40569 -0.007 0.099 0.269
C 0.09655 0.17970 2.72254 0.055 -0.138 -0.038
C 0.64976 -1.09839 2.92078 -0.045 0.010 -0.046
C 1.12224 -1.46453 4.15991 0.002 0.025 0.042
C 1.08122 -0.54651 5.21021 0.003 -0.012 -0.023
C 0.55659 0.72523 5.02169 0.006 0.017 0.017
C 0.05502 1.09315 3.78682 -0.006 0.023 -0.014
C -1.48299 1.44516 1.18512 0.007 -0.037 -0.016
C -1.60383 2.18049 -0.00865 0.007 -0.018 -0.005
C -2.69293 2.99620 -0.20562 0.004 0.032 -0.044
C -3.69289 3.06633 0.76566 0.023 -0.032 0.028
C -3.60443 2.31641 1.93288 -0.021 0.010 0.002
C -2.50551 1.51073 2.15250 0.029 0.009 -0.018
H 0.62537 -1.83161 2.12025 0.018 -0.013 0.014
H 1.51480 -2.45814 4.32479 -0.003 -0.003 -0.011
H 1.46572 -0.82976 6.18095 -0.004 0.002 0.003
H 0.54779 1.43469 5.83743 -0.002 0.000 -0.002
H -0.31325 2.09687 3.62515 -0.019 0.002 0.010
H -0.81314 2.12214 -0.74337 0.006 0.012 -0.018
H -2.77653 3.58748 -1.10708 -0.004 0.002 0.004
H -4.55110 3.70491 0.60321 -0.004 -0.001 -0.001
H -4.39841 2.35416 2.66553 -0.001 0.009 -0.004
H -2.45386 0.89485 3.03878 0.007 0.003 0.015
```
Positions in Å, forces in eV/Å.

Results
**Orbital gap (alpha / beta)**: 0.238 / 0.238 hartree
**Net charge**: +2
**Relative energy (zero: lowest compared OMol25 entry of this formula, charge and spin)**: 77.77 kJ/mol
**Max |F|**: 0.68 eV/Å
**Highest occupied orbital energy (alpha / beta)**: -15.64 / -15.64 eV
**Total energy**: -58900.1649 eV
**Multiplicity**: 1